#w
ORCA calculation (wB97M-V/def2-TZVPD) on 2 unconnected molecules or ions with the total composition C5H13N3.

Computed properties:
SMILES string ... C/N=C\N.C=CCN
Orbital gap ... 9.942 eV
Total charge ... 0

Each line ends with the Löwdin charge.
Positions of all 21 atoms, in Å:
1 C 2.240 -0.500 -0.993  -0.15
2 N 2.023 -1.006 0.344  -0.04
3 C 2.230 -0.262 1.348  -0.32
4 N 2.498 1.089 1.358  0.08
5 H 1.509 -0.938 -1.677  0.06
6 H 3.200 -0.884 -1.346  0.08
7 H 2.212 0.586 -1.137  0.06
8 H 2.274 -0.795 2.293  0.11
9 H 2.212 1.585 0.532  0.06
10 H 2.302 1.628 2.185  0.08
11 C -1.459 -1.261 0.933  0.00
12 C -1.715 -0.779 -0.277  -0.20
13 C -2.769 0.275 -0.515  -0.30
14 N -2.115 1.524 -0.959  -0.01
15 H -0.621 -1.891 1.188  0.04
16 H -2.155 -0.998 1.723  0.06
17 H -1.158 -1.065 -1.166  0.09
18 H -3.504 -0.082 -1.242  0.10
19 H -3.240 0.466 0.450  0.10
20 H -2.710 2.010 -1.617  0.06
21 H -1.253 1.298 -1.424  0.04

#x
ORCA calculation (wB97M-V/def2-TZVPD) on 2 unconnected molecules or ions with the total composition C5H13N3.

Computed properties:
SMILES string ... [H]/N=C\CC.N/C=C\N
Orbital gap (alpha / beta) ... 7.677 / 7.676 eV
Total charge ... 0

Each line ends with the Löwdin charge.
Positions of all 21 atoms, in Å:
1 H -2.051 -1.302 -0.586  0.02
2 N -1.402 -1.878 -0.025  0.00
3 C -0.715 -0.990 0.640  -0.30
4 C -1.041 0.709 0.578  -0.21
5 C -2.322 1.153 -0.112  -0.14
6 H -0.797 -1.083 1.736  0.11
7 H -0.262 1.447 0.373  0.06
8 H -1.156 0.842 1.658  0.08
9 H -2.203 1.234 -1.195  0.06
10 H -2.645 2.137 0.234  0.07
11 H -3.140 0.459 0.085  0.06
12 N 2.278 -1.056 0.909  0.02
13 C 1.267 -1.123 -0.124  -0.28
14 C 1.198 -0.096 -1.092  -0.19
15 N 1.718 1.136 -0.876  0.08
16 H 2.170 -1.842 1.537  0.08
17 H 3.038 -0.460 0.591  0.07
18 H 1.255 -2.102 -0.599  0.11
19 H 0.660 -0.235 -2.018  0.12
20 H 2.386 1.213 -0.116  0.09
21 H 1.764 1.839 -1.596  0.10

#y
ORCA calculation (wB97M-V/def2-TZVPD) on C5H13N3 in the gas phase.

Computed properties:
SMILES string ... CCN(C)/N=C(\C)N
Orbital gap ... 8.761 eV
Total charge ... 0

Each line ends with the Löwdin charge.
Positions of all 21 atoms, in Å:
1 C -2.511 0.220 -0.175  -0.10
2 C -1.323 -0.646 -0.607  -0.26
3 N -0.200 -0.701 0.325  -0.27
4 C -0.559 -1.231 1.631  -0.10
5 N 0.343 0.612 0.524  0.07
6 C 1.367 0.903 -0.166  -0.48
7 C 2.214 -0.073 -1.042  -0.03
8 N 1.947 2.128 -0.163  0.10
9 H -2.161 1.216 0.089  0.06
10 H -3.222 0.309 -0.994  0.07
11 H -3.019 -0.209 0.686  0.06
12 H -0.925 -0.263 -1.551  0.11
13 H -1.648 -1.677 -0.772  0.11
14 H -1.197 -0.554 2.211  0.07
15 H 0.360 -1.392 2.196  0.08
16 H -1.075 -2.182 1.498  0.08
17 H 2.156 0.177 -2.101  0.08
18 H 1.677 -1.019 -0.923  0.06
19 H 3.234 -0.219 -0.687  0.07
20 H 1.622 2.748 0.566  0.10
21 H 2.920 1.852 -0.545  0.13

Most favorable structure: #w. The second most favorable one is 0.0024 hartree above it.